# 1
Formula: H8O4
Source: the Open Molecules 2025 dataset
Level of theory: the ωB97M-V functional and the def2-TZVPD basis

Results
Total energy (Eh): -305.72172
Energy above the lowest of the compared OMol25 structures with the same formula, charge and spin (kJ/mol): 150.9
LUMO energy (hartree): 0.018
SMILES: O.O.O.O
Orbital gap (eV): 12.17
Maximum force (eV/A): 1.68

The geometry in XYZ format:
```
12
H8O4 the ωB97M-V functional and the def2-TZVPD basis
O -2.38 -1.07 -6.78
H -1.83 -1.85 -6.96
H -2.52 -0.85 -7.72
O 6.85 10.52 3.72
H 7.29 9.78 4.14
H 6.04 10.30 3.27
O -11.25 -15.74 1.22
H -11.57 -14.91 1.57
H -10.59 -15.31 0.65
O 6.52 6.16 2.10
H 7.37 6.54 1.90
H 6.08 6.43 2.90
```

# 2
Formula: H8O4
Source: the Open Molecules 2025 dataset
Level of theory: the ωB97M-V functional and the def2-TZVPD basis

Results
Total energy (Eh): -305.74600
Energy above the lowest of the compared OMol25 structures with the same formula, charge and spin (kJ/mol): 87.2
LUMO energy (hartree): 0.019
SMILES: O.O.O.O
Orbital gap (eV): 11.31
Maximum force (eV/A): 2.39

The geometry in XYZ format:
```
12
H8O4 the ωB97M-V functional and the def2-TZVPD basis
O 1.50 -0.63 -2.25
H 1.42 -1.17 -1.49
H 1.26 -1.35 -2.89
O -0.43 -1.22 1.27
H -1.00 -0.71 0.66
H -0.91 -1.27 2.13
O -0.83 0.61 -0.85
H -0.18 0.35 -1.52
H -0.82 1.57 -0.75
O 0.09 1.47 2.19
H 0.71 1.01 1.61
H -0.82 1.35 1.89
```

# 3
Formula: H8O4
Source: the Open Molecules 2025 dataset
Level of theory: the ωB97M-V functional and the def2-TZVPD basis

Results
Total energy (Eh): -305.75251
Energy above the lowest of the compared OMol25 structures with the same formula, charge and spin (kJ/mol): 70.1
LUMO energy (hartree): 0.004
SMILES: O.O.O.O
Orbital gap (eV): 10.74
Maximum force (eV/A): 0.13

The geometry in XYZ format:
```
12
H8O4 the ωB97M-V functional and the def2-TZVPD basis
O -1.63 1.29 2.45
H -2.58 1.33 2.60
H -1.52 0.77 1.64
O 0.90 -1.19 -1.50
H 0.81 -2.15 -1.52
H 1.35 -0.97 -2.32
O -1.40 -0.46 0.15
H -2.20 -0.50 -0.38
H -0.67 -0.45 -0.49
O 2.64 0.90 -0.02
H 2.03 1.43 -0.54
H 2.26 0.01 -0.07
```

# 4
Formula: H8O4
Source: the Open Molecules 2025 dataset
Level of theory: the ωB97M-V functional and the def2-TZVPD basis

Results
Total energy (Eh): -305.32530
Energy above the lowest of the compared OMol25 structures with the same formula, charge and spin (kJ/mol): 110.7
LUMO energy (alpha / beta) (hartree): -0.131 / -0.436
2S+1: 2
Net charge: +1
Orbital gap (alpha / beta) (eV): 12.93 / 2.77
Maximum force (eV/A): 2.23

The geometry in XYZ format:
```
12
H8O4 the ωB97M-V functional and the def2-TZVPD basis
O 0.99 -1.33 -0.64
H 1.85 -1.62 -0.35
H 0.72 -0.69 0.02
O 0.69 0.55 1.27
H 1.51 0.90 0.91
H 0.66 0.90 2.16
O -2.07 1.24 1.52
H -1.24 0.76 1.44
H -2.15 1.42 2.46
O -0.65 -0.85 -3.09
H -0.14 -1.22 -2.37
H -0.17 -0.06 -3.34
```

# 5
Formula: H8O8STl
Source: the Open Molecules 2025 dataset
Level of theory: the ωB97M-V functional and the def2-TZVPD basis

Results
Total energy (Eh): -1176.97176
Energy above the lowest of the compared OMol25 structures with the same formula, charge and spin (kJ/mol): 0.0
LUMO energy (hartree): -0.372
Net charge: +1
Orbital gap (eV): 4.62
Maximum force (eV/A): 2.81

The geometry in XYZ format:
```
18
H8O8STl the ωB97M-V functional and the def2-TZVPD basis
Tl -10.84 -16.07 18.49
S -10.02 -16.46 14.95
O -10.51 -15.20 15.57
O -9.77 -17.43 16.01
O -10.93 -16.89 13.90
O -8.78 -15.91 14.35
O -13.24 -17.22 19.58
H -13.44 -18.13 19.82
H -14.06 -16.73 19.74
O -12.68 -17.37 16.59
H -13.60 -17.16 16.39
H -12.46 -18.08 15.97
O -10.96 -18.95 18.80
H -11.00 -19.37 17.93
H -10.47 -19.57 19.35
O -8.28 -17.26 18.84
H -7.48 -17.15 18.31
H -8.05 -17.92 19.50
```

# 6
Formula: H8Si3
Source: the Open Molecules 2025 dataset
Level of theory: the ωB97M-V functional and the def2-TZVPD basis

Results
Total energy (Eh): -873.13352
Energy above the lowest of the compared OMol25 structures with the same formula, charge and spin (kJ/mol): 83.6
LUMO energy (hartree): 0.005
Orbital gap (eV): 8.73
Maximum force (eV/A): 2.91

The geometry in XYZ format:
```
11
H8Si3 the ωB97M-V functional and the def2-TZVPD basis
Si -2.14 0.02 -0.22
Si 1.73 -0.89 -0.59
Si 0.56 0.59 0.85
H -2.40 -1.37 -0.04
H -3.35 0.84 0.14
H -1.85 0.32 -1.62
H 1.57 -2.26 -0.34
H 3.10 -0.70 -0.38
H 1.49 -0.80 -1.95
H 0.55 0.40 2.40
H 0.64 2.15 0.76
```

# 7
Formula: H8Si4
Source: the Open Molecules 2025 dataset
Level of theory: the ωB97M-V functional and the def2-TZVPD basis

Results
Total energy (Eh): -1162.50613
Energy above the lowest of the compared OMol25 structures with the same formula, charge and spin (kJ/mol): 81.0
LUMO energy (alpha / beta) (hartree): 0.017 / -0.108
2S+1: 3
Orbital gap (alpha / beta) (eV): 7.03 / 6.20
Maximum force (eV/A): 2.74

The geometry in XYZ format:
```
12
H8Si4 the ωB97M-V functional and the def2-TZVPD basis
Si -1.79 1.52 0.73
Si -1.58 0.35 -1.42
Si -0.19 -0.31 0.28
Si 2.82 -1.20 0.57
H -1.89 2.96 0.70
H -2.94 1.04 1.52
H -2.69 0.10 -2.24
H -0.53 1.00 -2.37
H -1.18 -1.26 0.93
H 3.62 0.01 0.19
H 2.67 -2.27 -0.48
H 3.68 -1.94 1.59
```

# 8
Formula: H9N3Si2
Source: the Open Molecules 2025 dataset
Level of theory: the ωB97M-V functional and the def2-TZVPD basis

Results
Total energy (Eh): -748.62544
Energy above the lowest of the compared OMol25 structures with the same formula, charge and spin (kJ/mol): 262.2
LUMO energy (alpha / beta) (hartree): -0.007 / -0.005
Orbital gap (alpha / beta) (eV): 6.63 / 6.75
Maximum force (eV/A): 2.39

The geometry in XYZ format:
```
14
H9N3Si2 the ωB97M-V functional and the def2-TZVPD basis
N -0.33 -1.40 1.39
N 2.07 -0.36 0.50
N 0.03 1.31 1.74
Si -1.35 0.38 -2.55
Si 0.38 0.01 0.67
H -0.21 -2.27 0.89
H -1.29 -1.30 1.67
H 2.30 -1.22 0.03
H 2.67 0.37 0.17
H 0.58 2.15 1.68
H -0.14 1.08 2.71
H -2.79 0.47 -2.32
H -0.87 1.59 -3.22
H -1.03 -0.80 -3.35
```

# 9
Formula: H9O5
Source: the Open Molecules 2025 dataset
Level of theory: the ωB97M-V functional and the def2-TZVPD basis

Results
Total energy (Eh): -381.64697
Energy above the lowest of the compared OMol25 structures with the same formula, charge and spin (kJ/mol): 41.7
LUMO energy (hartree): 0.141
Net charge: -1
Orbital gap (eV): 9.09
Maximum force (eV/A): 1.25

The geometry in XYZ format:
```
14
H9O5 the ωB97M-V functional and the def2-TZVPD basis
O 0.96 1.14 -0.38
H 1.10 1.89 -0.94
O 0.95 -1.20 -1.55
H 0.95 -0.76 -2.42
H 1.11 -0.38 -0.98
O -1.49 0.95 0.34
H -1.48 -0.01 0.42
H -0.46 1.03 0.09
O 2.50 1.69 1.63
H 1.88 1.46 0.86
H 1.96 1.57 2.40
O -2.83 -2.64 0.12
H -2.23 -2.53 -0.64
H -3.48 -1.93 0.13
```

# 10
Formula: HI3OP
Source: the Open Molecules 2025 dataset
Level of theory: the ωB97M-V functional and the def2-TZVPD basis

Results
Total energy (Eh): -1310.01682
Energy above the lowest of the compared OMol25 structures with the same formula, charge and spin (kJ/mol): 128.2
LUMO energy (hartree): -0.236
Net charge: +1
Orbital gap (eV): 6.82
Maximum force (eV/A): 1.31

The geometry in XYZ format:
```
6
HI3OP the ωB97M-V functional and the def2-TZVPD basis
O 1.46 -0.03 -0.43
P 0.78 -0.71 0.78
I -0.12 -2.58 -0.26
I -2.23 0.26 0.85
I -2.15 2.57 -0.50
H 2.27 0.50 -0.44
```

# 11
Formula: HI3OP
Source: the Open Molecules 2025 dataset
Level of theory: the ωB97M-V functional and the def2-TZVPD basis

Results
Total energy (Eh): -1310.00913
Energy above the lowest of the compared OMol25 structures with the same formula, charge and spin (kJ/mol): 148.4
LUMO energy (hartree): -0.255
Net charge: +1
Orbital gap (eV): 6.20
Maximum force (eV/A): 2.36

The geometry in XYZ format:
```
6
HI3OP the ωB97M-V functional and the def2-TZVPD basis
O 0.95 1.30 -0.40
P 0.95 0.41 0.85
I 2.37 -1.37 0.10
I -1.51 -1.56 0.15
I -4.08 -1.01 -0.18
H 1.32 2.23 -0.52
```

# 12
Formula: HIN3P
Source: the Open Molecules 2025 dataset
Level of theory: the ωB97M-V functional and the def2-TZVPD basis

Results
Total energy (Eh): -803.89214
Energy above the lowest of the compared OMol25 structures with the same formula, charge and spin (kJ/mol): 159.1
LUMO energy (hartree): -0.008
SMILES: N#N.N#P.I
Orbital gap (eV): 10.07
Maximum force (eV/A): 2.44

The geometry in XYZ format:
```
6
HIN3P the ωB97M-V functional and the def2-TZVPD basis
N 4.39 -0.71 1.52
N 3.64 0.09 1.44
N 4.19 1.72 -0.08
P 3.20 1.94 -1.13
I -0.27 1.56 0.05
H -0.83 0.09 0.12
```